A structure of composition C23H35AgBr6O16 at a distorted geometry. Source: the OMol25 dataset; level of theory: ωB97M-V/def2-TZVPD.

Calculated values
DFT total energy ... -17691.85757 hartree
2S+1 ... 2
Net charge ... +1
Kohn-Sham gap (spin up / spin down) ... 0.228 / 0.185 Eh
LUMO energy (spin up / spin down) ... -6.483 / -7.660 eV
HOMO (spin up / spin down) ... -12.6909 / -12.6908 eV

The geometry in XYZ format:
```
81
C23H35AgBr6O16 (ωB97M-V/def2-TZVPD)
Ag 1.557 -0.386 -3.746
C -0.580 -0.024 -1.142
O -0.275 0.108 -2.512
H -1.398 -0.719 -0.952
H 0.323 -0.393 -0.655
H -0.786 0.975 -0.757
C -3.286 -0.452 -4.134
C -2.969 -1.744 -4.941
C -1.918 -2.645 -4.254
O -2.519 -3.948 -4.215
C -3.767 -3.861 -4.666
O -4.503 -4.837 -4.699
O -4.059 -2.665 -5.074
H -2.589 0.344 -4.397
H -3.305 -0.599 -3.054
H -4.191 0.083 -4.423
H -2.718 -1.406 -5.947
H -1.743 -2.202 -3.273
H -1.030 -2.599 -4.885
C -0.032 4.576 0.450
C 1.109 3.573 0.391
C 1.758 3.422 -1.000
O 3.153 3.466 -0.726
C 3.317 3.856 0.543
O 4.413 4.023 1.024
O 2.160 4.053 1.123
H -0.808 4.193 -0.213
H 0.475 5.490 0.141
H -0.467 4.727 1.438
H 0.896 2.607 0.848
H 1.451 4.314 -1.547
H 1.439 2.477 -1.438
C -1.977 1.495 2.290
C -1.199 2.116 3.468
C -1.195 1.363 4.822
O 0.205 1.154 5.030
C 0.919 1.632 4.024
O 2.135 1.484 3.845
O 0.126 2.192 3.184
H -1.533 0.577 1.906
H -2.041 2.108 1.391
H -3.018 1.280 2.532
H -1.504 3.159 3.560
H -1.796 0.470 4.650
H -1.611 2.002 5.601
C 2.854 0.228 0.670
C 4.202 0.414 1.244
C 4.406 -0.468 2.407
O 5.485 -1.311 2.119
C 5.828 -1.176 0.824
O 6.640 -1.888 0.228
O 5.037 -0.269 0.264
H 2.263 1.031 1.110
H 2.353 -0.713 0.901
H 2.881 0.434 -0.400
H 4.489 1.431 1.513
H 3.659 -1.257 2.499
H 4.463 0.124 3.320
C 0.548 -3.601 -0.115
C 0.514 -3.801 1.399
C 1.653 -3.319 2.241
O 1.016 -2.546 3.227
C -0.388 -2.550 3.123
O -1.197 -1.810 3.714
O -0.661 -3.158 1.946
H -0.443 -3.769 -0.535
H 1.287 -4.171 -0.679
H 0.884 -2.583 -0.309
H 0.398 -4.874 1.554
H 2.300 -2.771 1.556
H 2.270 -4.130 2.627
C -3.983 -3.331 1.011
Br -5.841 -3.849 1.368
Br -3.790 -1.421 0.607
Br -3.264 -4.468 -0.530
H -3.411 -3.527 1.918
C -1.799 3.533 -3.987
Br -2.440 3.191 -5.833
Br -3.270 4.262 -2.847
Br -0.120 4.714 -4.129
H -1.448 2.561 -3.641
```